DFT (ωB97M-V/def2-TZVPD) results for 2 unconnected molecules or ions with the total composition CClNO.

The calculation puts the calculated total energy at -17090.5499 eV. The HOMO energy (spin up / spin down) comes out at -11.536 / -11.536 eV. The spin multiplicity is 1. For the relative energy (zero: lowest compared OMol25 entry of this formula, charge and spin), the calculation gives 94.2 kcal per mole. The calculation puts the largest force on an atom at 2.79 eV/A. The value obtained for the LUMO energy (spin up / spin down) is -1.5 / -1.5 eV.

Last column: natural (NBO) charge in e.
Positions of all 4 atoms, in Å:
C 1.025 -0.011 -0.004  0.152
N -0.133 -0.040 0.004  -0.282
O -2.393 0.050 0.001  -0.060
Cl 2.613 0.021 0.001  0.190

DFT (ωB97M-V/def2-TZVPD) results for 2 unconnected molecules or ions with the total composition C3H3NS.

The calculation puts the calculated total energy at -15478.1088 eV. The HOMO energy comes out at -9.234 eV. The spin multiplicity is 1. For the relative energy (zero: lowest compared OMol25 entry of this formula, charge and spin), the calculation gives 130.3 kcal per mole. The calculation puts the largest force on an atom at 10.83 eV/A. The value obtained for the LUMO energy is -1.0 eV.

Last column: natural (NBO) charge in e.
Positions of all 8 atoms, in Å:
C -0.046 0.882 -0.124  -0.008
C -1.093 -0.076 -0.336  -0.092
C -2.102 -0.888 0.055  -0.137
H 3.308 -0.204 1.021  0.156
H -0.440 1.964 -0.266  0.209
H -2.712 -1.737 -0.032  0.234
N 1.168 0.879 -0.088  -0.431
S 1.916 -0.819 -0.231  0.069

DFT (ωB97M-V/def2-TZVPD) results for a gas-phase ion, C24H25N2O (charge +1).

The calculation puts the calculated total energy at -30315.3469 eV. The HOMO energy comes out at -10.791 eV. The spin multiplicity is 1. For the relative energy (zero: lowest compared OMol25 entry of this formula, charge and spin), the calculation gives 0.0 kcal per mole. The calculation puts the largest force on an atom at 2.04 eV/A. Its structure (SMILES) is COc1ccc([C@H](Cc2n(C)c3ccccc3[n+]2C)c2ccccc2)cc1. Its net charge is +1. The value obtained for the LUMO energy is -3.0 eV.

Last column: natural (NBO) charge in e.
Positions of all 52 atoms, in Å:
C 1.742 -5.182 -4.752  -0.259
O 0.540 -5.097 -3.950  -0.490
C 0.516 -4.287 -2.851  0.330
C -0.653 -4.330 -2.072  -0.253
C -0.848 -3.441 -1.037  -0.172
C 0.067 -2.397 -0.781  -0.102
C -0.281 -1.232 0.143  -0.246
C -0.334 0.107 -0.669  -0.468
C -0.702 1.416 -0.025  0.541
N 0.063 2.529 0.165  -0.323
C 1.478 2.656 -0.104  -0.422
C -0.712 3.569 0.731  0.175
C -0.331 4.705 1.444  -0.222
C -1.322 5.375 2.201  -0.186
C -2.638 4.876 2.260  -0.183
C -2.992 3.708 1.551  -0.215
C -2.013 3.095 0.773  0.105
N -1.976 1.793 0.241  -0.312
C -3.144 0.971 0.032  -0.416
C 0.622 -1.012 1.368  0.076
C 0.081 -0.352 2.485  -0.254
C 0.913 0.415 3.292  -0.210
C 2.295 0.436 3.043  -0.234
C 2.845 -0.449 2.114  -0.210
C 2.000 -1.268 1.341  -0.240
C 1.278 -2.437 -1.481  -0.143
C 1.528 -3.369 -2.489  -0.319
H 1.487 -5.909 -5.527  0.214
H 1.987 -4.218 -5.216  0.182
H 2.588 -5.551 -4.157  0.187
H -1.426 -5.022 -2.380  0.237
H -1.736 -3.542 -0.410  0.215
H -1.279 -1.417 0.548  0.212
H -1.059 -0.053 -1.492  0.261
H 0.670 0.247 -1.087  0.250
H 1.780 3.651 0.226  0.232
H 2.034 1.901 0.461  0.241
H 1.734 2.570 -1.170  0.229
H 0.701 5.049 1.428  0.233
H -1.085 6.286 2.748  0.241
H -3.381 5.407 2.857  0.241
H -3.981 3.262 1.620  0.232
H -3.984 1.464 0.522  0.234
H -3.397 0.826 -1.031  0.231
H -2.976 -0.008 0.488  0.225
H -1.003 -0.369 2.617  0.211
H 0.468 1.039 4.067  0.226
H 2.935 1.118 3.607  0.228
H 3.927 -0.463 1.929  0.230
H 2.437 -2.012 0.675  0.232
H 2.081 -1.734 -1.242  0.201
H 2.456 -3.320 -3.059  0.228

DFT (ωB97M-V/def2-TZVPD) results for a molecular structure, C4H6N3.

The calculation puts the calculated total energy at -8705.7519 eV. The HOMO energy comes out at -15.283 eV. The spin multiplicity is 1. For the relative energy (zero: lowest compared OMol25 entry of this formula, charge and spin), the calculation gives 63.5 kcal per mole. The calculation puts the largest force on an atom at 4.58 eV/A. Its net charge is +1. The value obtained for the LUMO energy is -6.5 eV.

Last column: natural (NBO) charge in e.
Positions of all 13 atoms, in Å:
C 1.981 -0.947 0.001  -0.045
C 2.233 0.542 0.013  0.258
C 0.061 0.503 -0.014  0.675
C -2.199 -0.263 -0.005  -0.438
N 0.790 -1.295 -0.015  -0.265
N 1.157 1.233 -0.009  -0.457
N -1.180 0.750 -0.008  -0.444
H 2.815 -1.630 0.004  0.257
H 3.206 1.008 0.045  0.246
H -3.188 0.183 0.054  0.250
H -2.140 -0.869 -0.911  0.253
H -2.050 -0.944 0.836  0.254
H -1.486 1.728 0.009  0.459

DFT (ωB97M-V/def2-TZVPD) results for a gas-phase ion, C6H10N3 (charge +1).

The calculation puts the calculated total energy at -10846.7948 eV. The HOMO energy comes out at -13.185 eV. The spin multiplicity is 1. For the relative energy (zero: lowest compared OMol25 entry of this formula, charge and spin), the calculation gives 33.9 kcal per mole. The calculation puts the largest force on an atom at 2.02 eV/A. Its structure (SMILES) is N[C@H]1N=CC=C[C@@H]1C=[NH2+]. Its net charge is +1. The value obtained for the LUMO energy is -4.6 eV.

Last column: natural (NBO) charge in e.
Positions of all 19 atoms, in Å:
N 0.820 1.799 -0.316  -0.862
C -0.105 0.921 0.333  0.152
N -1.458 1.254 0.199  -0.405
C -2.393 0.415 0.067  0.128
C -2.190 -1.023 -0.020  -0.243
C -0.957 -1.507 -0.169  -0.137
C 0.217 -0.595 -0.338  -0.414
C 1.464 -1.001 0.255  0.313
N 2.548 -0.307 0.079  -0.626
H 0.988 2.639 0.226  0.401
H 0.472 2.082 -1.228  0.392
H 0.132 0.878 1.405  0.210
H -3.399 0.812 0.030  0.213
H -3.054 -1.663 0.044  0.247
H -0.766 -2.569 -0.250  0.228
H 0.339 -0.342 -1.397  0.273
H 1.490 -1.854 0.925  0.233
H 3.413 -0.539 0.547  0.435
H 2.441 0.600 -0.391  0.460

DFT (ωB97M-V/def2-TZVPD) results for 2 unconnected molecules or ions with the total composition C3H7N3O.

The calculation puts the calculated total energy at -9718.2309 eV. The HOMO energy comes out at -18.890 eV. The spin multiplicity is 1. For the relative energy (zero: lowest compared OMol25 entry of this formula, charge and spin), the calculation gives 136.8 kcal per mole. The calculation puts the largest force on an atom at 5.08 eV/A. Its net charge is +2. The value obtained for the LUMO energy is -9.4 eV.

Last column: natural (NBO) charge in e.
Positions of all 14 atoms, in Å:
C 1.214 -2.151 -0.850  0.833
C 0.393 -0.518 0.669  0.442
C 1.313 -3.220 -1.750  -0.831
N 1.104 -1.213 -0.138  -0.346
N -0.229 0.183 1.306  -0.248
N -1.092 2.516 0.849  -0.489
O -1.609 2.339 2.202  -0.464
H 2.253 -3.914 -1.428  0.386
H 1.631 -2.742 -2.764  0.378
H 0.428 -3.886 -1.418  0.377
H -2.489 1.984 2.125  0.557
H -1.873 2.984 0.337  0.403
H -0.235 3.056 0.696  0.422
H -1.124 1.601 2.698  0.580

DFT (ωB97M-V/def2-TZVPD) results for a gas-phase ion, C25H50BFNO3 (charge +1).

The calculation puts the calculated total energy at -37758.2455 eV. The HOMO energy comes out at -12.348 eV. The spin multiplicity is 1. The calculation puts the largest force on an atom at 4.64 eV/A. Its structure (SMILES) is CCCCCCCCCCCCCCCCCC[C@@H]1C[NH2+]C[C@]1(CC(=O)F)B(O)OC. Its net charge is +1. The value obtained for the LUMO energy is -3.4 eV.

Last column: Löwdin charge in e.
Positions of all 81 atoms, in Å:
C 5.572 2.387 2.178  -0.108
C 6.375 3.555 1.630  -0.251
C 5.951 4.041 0.242  -0.222
C 6.465 3.183 -0.908  -0.203
C 5.792 1.827 -1.143  -0.205
C 4.272 1.909 -1.169  -0.226
C 3.612 0.691 -1.813  -0.180
C 3.250 -0.510 -0.894  -0.189
C 3.794 -0.471 0.517  -0.213
C 3.206 -1.590 1.401  -0.194
C 3.380 -3.021 0.869  -0.196
C 2.085 -3.804 0.694  -0.212
C 1.041 -3.145 -0.197  -0.213
C -0.255 -3.964 -0.255  -0.173
C -1.518 -3.122 0.004  -0.188
C -2.509 -3.079 -1.163  -0.197
C -3.958 -2.990 -0.679  -0.185
C -4.272 -1.828 0.253  -0.129
C -3.895 -0.460 -0.316  -0.244
C -2.822 0.338 0.371  -0.058
N -2.701 1.488 -0.583  0.089
C -4.142 1.835 -0.950  -0.008
C -4.997 0.603 -0.531  -0.220
C -5.929 0.286 -1.752  0.004
C -7.334 -0.050 -1.335  -0.395
O -7.727 -1.145 -0.904  0.149
F -8.168 0.997 -1.479  0.130
B -5.880 1.003 0.762  -0.655
O -6.033 0.096 1.785  0.199
O -6.472 2.207 0.690  0.068
C -6.841 2.883 1.909  0.002
H 5.880 1.445 1.751  0.055
H 5.737 2.322 3.246  0.070
H 4.510 2.549 2.046  0.064
H 7.425 3.286 1.582  0.106
H 6.289 4.387 2.319  0.101
H 6.407 5.019 0.124  0.105
H 4.876 4.186 0.225  0.100
H 7.517 2.999 -0.704  0.109
H 6.438 3.741 -1.834  0.106
H 6.066 1.543 -2.152  0.107
H 6.151 1.062 -0.469  0.095
H 4.052 2.755 -1.816  0.113
H 3.863 2.166 -0.202  0.082
H 2.681 1.039 -2.248  0.092
H 4.224 0.366 -2.644  0.102
H 3.640 -1.396 -1.372  0.100
H 2.174 -0.603 -0.854  0.088
H 3.521 0.445 1.018  0.090
H 4.870 -0.570 0.552  0.108
H 2.175 -1.358 1.635  0.098
H 3.740 -1.529 2.341  0.104
H 3.921 -3.563 1.634  0.104
H 3.993 -3.079 -0.020  0.106
H 2.314 -4.771 0.262  0.115
H 1.629 -3.998 1.659  0.115
H 0.822 -2.156 0.181  0.074
H 1.447 -3.032 -1.194  0.113
H -0.379 -4.442 -1.217  0.104
H -0.220 -4.766 0.469  0.106
H -1.259 -2.101 0.248  0.073
H -2.045 -3.515 0.867  0.112
H -2.316 -2.239 -1.826  0.099
H -2.408 -3.964 -1.773  0.109
H -4.152 -3.900 -0.125  0.121
H -4.643 -2.995 -1.521  0.115
H -5.339 -1.831 0.412  0.109
H -3.807 -1.949 1.222  0.122
H -3.518 -0.625 -1.331  0.137
H -1.851 -0.114 0.518  0.129
H -3.111 0.719 1.346  0.148
H -2.197 1.089 -1.373  0.181
H -2.118 2.262 -0.274  0.188
H -4.123 2.009 -2.014  0.137
H -4.355 2.744 -0.415  0.135
H -5.521 -0.563 -2.282  0.138
H -5.989 1.145 -2.403  0.128
H -5.566 0.353 2.582  0.119
H -6.404 3.870 1.867  0.096
H -7.912 3.009 1.923  0.106
H -6.468 2.400 2.800  0.088

DFT (ωB97M-V/def2-TZVPD) results for a molecular structure, ClH4Na4O6.

The calculation puts the calculated total energy at -42517.3031 eV. The HOMO energy (spin up / spin down) comes out at -9.974 / -16.112 eV. The spin multiplicity is 2. The calculation puts the largest force on an atom at 4.00 eV/A. Its net charge is +2. The value obtained for the LUMO energy (spin up / spin down) is -6.7 / -6.8 eV.

Last column: natural (NBO) charge in e.
Positions of all 15 atoms, in Å:
Na 9.089 -4.006 1.517  0.954
Na 10.856 0.823 -1.208  0.561
Na 7.584 -2.171 -3.410  0.567
Na 12.950 -2.867 -4.084  0.943
Cl 10.752 -3.011 -1.498  2.593
O 11.161 -2.656 -0.215  -0.915
O 9.355 -3.344 -1.339  -0.923
O 11.043 -1.893 -2.355  -0.934
O 11.493 -4.148 -1.868  -0.849
O 14.151 -4.643 0.276  -0.928
H 13.396 -4.123 0.549  0.460
H 13.804 -5.527 0.155  0.470
O 9.516 -6.644 -2.172  -0.924
H 9.731 -7.040 -1.328  0.466
H 9.618 -5.703 -2.029  0.458